1.
C57H46AgBBrF4NO4PTe | wB97M-V/def2-TZVPD

Last column: Löwdin charge in e.
Atoms and positions in Å:
Ag -0.96 -0.76 0.00  0.63
F -6.27 -1.75 4.92  0.13
C -5.74 -0.96 3.98  -0.14
C -5.86 0.41 4.09  -0.14
F -6.51 0.94 5.13  0.12
C -5.31 1.23 3.12  -0.21
F -5.53 2.53 3.26  0.11
C -4.63 0.73 2.02  -0.31
P -3.78 1.75 0.73  1.10
C -5.26 2.50 -0.06  -0.37
C -5.15 3.72 -0.72  -0.11
C -6.19 4.20 -1.51  -0.09
C -7.36 3.46 -1.65  -0.10
C -7.47 2.24 -1.00  -0.09
C -6.43 1.76 -0.22  -0.09
C -3.03 3.12 1.69  -0.36
C -3.61 4.34 2.05  -0.11
C -2.89 5.27 2.78  -0.09
C -1.59 5.00 3.18  -0.09
C -0.99 3.80 2.82  -0.07
C -1.71 2.87 2.07  -0.10
C -4.55 -0.67 1.91  -0.58
Br -3.76 -1.53 0.43  0.84
C -5.10 -1.49 2.89  -0.27
F -5.02 -2.82 2.79  0.08
H -4.24 4.30 -0.62  0.10
H -6.08 5.15 -2.02  0.10
H -8.16 3.84 -2.26  0.10
H -8.37 1.65 -1.12  0.10
H -6.52 0.79 0.25  0.10
H -4.64 4.56 1.77  0.10
H -3.36 6.21 3.06  0.10
H -1.04 5.72 3.77  0.10
H 0.03 3.58 3.10  0.10
H -1.25 1.93 1.77  0.05
C 4.45 -3.14 -3.29  -0.07
C 3.08 -2.71 -2.82  -0.28
C 2.24 -3.56 -2.14  0.00
C 0.95 -3.18 -1.73  -0.07
C 0.18 -4.01 -0.80  -0.33
O -0.91 -3.72 -0.32  0.04
C 0.79 -5.33 -0.37  -0.17
C 1.89 -5.37 0.48  -0.04
C 2.44 -6.59 0.85  -0.09
C 1.89 -7.78 0.38  -0.11
C 0.77 -7.74 -0.44  -0.09
C 0.22 -6.52 -0.80  -0.03
C 0.42 -1.89 -2.15  -0.36
O -0.81 -1.63 -2.13  -0.15
C 1.41 -0.93 -2.62  -0.08
C 2.67 -1.38 -2.98  0.01
C 1.12 0.52 -2.65  -0.22
N 0.15 1.02 -1.98  0.06
C -0.22 2.43 -2.14  -0.31
C -1.04 2.65 -3.43  -0.46
Te -2.64 1.23 -3.66  1.23
C -1.70 0.30 -5.32  -0.56
C -1.33 -1.04 -5.26  -0.14
C -0.62 -1.61 -6.31  -0.09
C -0.29 -0.86 -7.42  -0.11
C -0.68 0.47 -7.50  -0.11
C -1.39 1.05 -6.45  -0.17
C 2.07 1.35 -3.48  -0.20
C 2.08 1.21 -4.86  -0.03
C 2.91 2.01 -5.64  -0.08
C 3.74 2.95 -5.04  -0.10
C 3.74 3.08 -3.65  -0.09
C 2.92 2.27 -2.88  -0.04
H 4.61 -4.20 -3.10  0.07
H 5.24 -2.58 -2.77  0.07
H 4.57 -2.97 -4.36  0.07
H 2.58 -4.56 -1.92  0.11
H 2.32 -4.44 0.84  0.12
H 3.31 -6.62 1.50  0.10
H 2.33 -8.73 0.66  0.09
H 0.33 -8.66 -0.79  0.10
H -0.66 -6.48 -1.43  0.12
H 3.38 -0.67 -3.38  0.12
H 0.64 3.09 -2.17  0.09
H -0.82 2.71 -1.27  0.09
H -0.38 2.50 -4.28  0.03
H -1.44 3.66 -3.47  0.04
H -1.56 -1.61 -4.36  0.08
H -0.32 -2.65 -6.24  0.10
H 0.28 -1.31 -8.23  0.09
H -0.43 1.07 -8.37  0.10
H -1.70 2.08 -6.51  0.09
H 1.44 0.47 -5.33  0.11
H 2.92 1.89 -6.71  0.10
H 4.38 3.58 -5.64  0.09
H 4.39 3.81 -3.18  0.10
H 2.94 2.34 -1.80  0.12
C 4.98 0.68 6.98  -0.08
C 4.71 -0.30 5.84  -0.56
C 5.87 -0.18 4.83  -0.05
C 4.69 -1.72 6.42  -0.05
C 3.38 -0.02 5.13  -0.18
C 2.48 0.94 5.59  -0.04
C 1.28 1.21 4.93  0.01
C 1.00 0.50 3.79  -0.23
O -0.06 0.58 2.94  0.03
B 0.15 -0.35 1.87  -0.43
O 1.39 -1.00 2.17  0.08
C 1.88 -0.47 3.32  -0.22
C 3.05 -0.76 3.98  0.05
H 5.96 0.46 7.42  0.08
H 4.23 0.60 7.77  0.08
H 5.00 1.71 6.61  0.09
H 6.82 -0.40 5.33  0.08
H 5.91 0.83 4.43  0.09
H 5.75 -0.87 4.00  0.07
H 5.65 -1.96 6.88  0.08
H 4.48 -2.46 5.65  0.08
H 3.91 -1.81 7.18  0.09
H 2.71 1.51 6.48  0.09
H 0.59 1.96 5.31  0.11
H 3.70 -1.55 3.61  0.12

Computed properties:
Spin multiplicity: 1
HOMO (eV): -4.46
Calculated total energy (eV): -171708.4527
Total charge: -1
ΔE to the lowest compared entry with this formula, charge and spin (kJ/mol): 153.7


2.
C12H33AgN3O3 | wB97M-V/def2-TZVPD

Last column: natural (NBO) charge in e.
Atoms and positions in Å:
Ag -0.09 -0.04 -0.78  0.85
C -0.99 3.40 2.37  -0.63
C -0.76 2.59 1.09  -0.07
C 0.54 3.04 0.44  -0.07
O 0.85 2.19 -0.67  -0.59
C 1.60 2.86 -1.68  -0.25
N -0.72 1.12 1.36  -0.91
H -1.86 3.04 2.91  0.22
H -1.12 4.46 2.12  0.22
H -0.14 3.32 3.06  0.21
H -1.60 2.71 0.41  0.19
H 1.35 2.96 1.17  0.19
H 0.34 4.04 0.05  0.20
H 2.52 3.29 -1.26  0.18
H 1.02 3.68 -2.13  0.18
H 1.85 2.14 -2.44  0.20
H -1.60 0.89 1.82  0.37
H 0.03 0.87 2.01  0.40
C -1.44 -2.44 -3.13  -0.61
C -2.24 -1.15 -2.96  -0.07
C -3.03 -1.13 -1.67  -0.07
O -2.20 -1.48 -0.57  -0.58
C -2.98 -1.80 0.57  -0.25
N -1.29 0.00 -3.00  -0.89
H -0.73 -2.51 -2.31  0.22
H -0.94 -2.43 -4.09  0.22
H -2.12 -3.28 -3.15  0.22
H -2.98 -1.07 -3.77  0.19
H -3.84 -1.86 -1.76  0.19
H -3.43 -0.14 -1.45  0.18
H -3.44 -2.78 0.49  0.19
H -3.74 -1.02 0.75  0.18
H -2.33 -1.74 1.45  0.19
H -1.80 0.86 -2.82  0.37
H -0.95 0.11 -3.95  0.38
C 3.19 -2.00 -0.50  -0.62
C 2.26 -1.72 0.69  -0.08
C 2.49 -0.32 1.23  -0.08
O 1.69 -0.02 2.38  -0.57
C 2.03 -0.73 3.56  -0.26
N 0.83 -1.91 0.29  -0.90
H 2.92 -1.31 -1.31  0.21
H 3.00 -3.01 -0.86  0.22
H 4.24 -1.90 -0.25  0.23
H 2.52 -2.41 1.50  0.18
H 2.14 0.40 0.48  0.20
H 3.54 -0.20 1.50  0.19
H 1.97 -1.81 3.43  0.17
H 1.32 -0.44 4.32  0.20
H 3.06 -0.50 3.86  0.18
H 0.35 -1.93 1.19  0.38
H 0.72 -2.89 0.00  0.38

Computed properties:
Spin multiplicity: 1
HOMO (eV): -11.81
Calculated total energy (eV): -27585.4985
Total charge: +1
ΔE to the lowest compared entry with this formula, charge and spin (kJ/mol): 0.0


3.
C39H33AlFNP2S | wB97M-V/def2-TZVPD

Last column: Löwdin charge in e.
Atoms and positions in Å:
Al 0.38 -0.13 0.47  0.38
C -0.79 -3.03 1.92  -0.33
C -1.14 -1.98 2.98  -0.33
P -0.22 -0.38 2.86  1.04
C -0.94 0.63 4.16  -0.37
C -1.57 1.84 3.87  -0.08
C -2.16 2.58 4.88  -0.05
C -2.15 2.10 6.18  -0.04
C -1.52 0.89 6.48  -0.04
C -0.92 0.15 5.47  -0.09
C 1.51 -0.72 3.35  -0.35
C 2.13 -0.01 4.37  -0.07
C 3.48 -0.21 4.65  -0.04
C 4.22 -1.12 3.90  -0.04
C 3.61 -1.82 2.87  -0.05
C 2.27 -1.62 2.59  -0.13
P -0.71 -2.32 0.22  1.04
C -0.01 -3.58 -0.85  -0.38
C -0.26 -4.93 -0.61  -0.08
C 0.24 -5.89 -1.48  -0.05
C 0.99 -5.50 -2.59  -0.04
C 1.23 -4.15 -2.83  -0.05
C 0.73 -3.19 -1.97  -0.09
C -2.46 -2.10 -0.24  -0.35
C -3.08 -2.97 -1.13  -0.06
C -4.44 -2.84 -1.39  -0.04
C -5.18 -1.83 -0.78  -0.04
C -4.56 -0.95 0.10  -0.05
C -3.20 -1.08 0.37  -0.13
H -1.56 -3.79 1.90  0.10
H 0.16 -3.51 2.14  0.09
H -0.98 -2.37 3.98  0.10
H -2.19 -1.72 2.90  0.09
H -1.59 2.22 2.85  0.08
H -2.64 3.52 4.66  0.12
H -2.63 2.66 6.97  0.12
H -1.51 0.52 7.49  0.12
H -0.42 -0.77 5.72  0.12
H 1.57 0.71 4.95  0.10
H 3.95 0.34 5.45  0.12
H 5.27 -1.27 4.11  0.12
H 4.19 -2.53 2.28  0.12
H 1.82 -2.19 1.79  0.07
H -0.83 -5.25 0.26  0.11
H 0.04 -6.94 -1.30  0.12
H 1.38 -6.25 -3.26  0.12
H 1.82 -3.86 -3.69  0.12
H 0.90 -2.14 -2.17  0.10
H -2.51 -3.75 -1.62  0.11
H -4.92 -3.52 -2.08  0.12
H -6.23 -1.74 -0.98  0.12
H -5.13 -0.16 0.57  0.12
H -2.73 -0.38 1.05  0.08
S -2.15 2.59 -1.94  1.20
C -1.59 1.13 -1.31  -0.40
N -0.83 1.22 -0.24  -0.04
C -0.64 2.57 0.13  -0.30
C 0.15 3.04 1.18  -0.06
C 0.24 4.41 1.36  -0.03
C -0.44 5.30 0.52  -0.04
C -1.22 4.84 -0.52  -0.05
C -1.30 3.46 -0.71  -0.43
H -1.86 0.18 -1.76  0.10
H 0.70 2.37 1.83  0.10
H 0.85 4.80 2.16  0.13
H -0.35 6.36 0.68  0.12
H -1.74 5.53 -1.18  0.13
F 5.32 0.54 -2.91  0.10
C 4.27 0.42 -2.10  -0.27
C 3.46 1.52 -1.89  0.02
C 2.36 1.38 -1.05  -0.09
C 2.06 0.16 -0.43  -0.23
C 2.93 -0.92 -0.67  -0.13
C 4.03 -0.80 -1.50  0.02
H 3.69 2.46 -2.37  0.13
H 1.74 2.25 -0.89  0.09
H 2.76 -1.88 -0.20  0.09
H 4.69 -1.63 -1.69  0.13

Computed properties:
Spin multiplicity: 1
HOMO (eV): -13.94
Calculated total energy (eV): -81185.6245
Total charge: +2


4.
C3H6AgO3 | wB97M-V/def2-TZVPD

Last column: natural (NBO) charge in e.
Atoms and positions in Å:
C -0.07 -1.67 -0.76  -0.24
O 0.19 -0.35 -0.31  -0.56
C -0.79 0.38 0.39  -0.09
C -0.66 1.71 -0.04  0.24
O 0.49 2.13 -0.48  -0.72
H 0.82 -1.93 -1.35  0.20
H -0.16 -2.37 0.08  0.19
H -1.03 -1.64 -1.30  0.19
H 0.68 0.26 2.01  0.42
H -1.57 2.32 -0.17  0.16
Ag 1.96 0.79 -0.18  1.11
O 1.91 0.44 1.70  -1.08
H -1.78 -0.08 0.40  0.19

Computed properties:
Spin multiplicity: 2
HOMO (spin up / spin down) (eV): -8.46 / -7.41
Calculated total energy (eV): -13342.3989
ΔE to the lowest compared entry with this formula, charge and spin (kJ/mol): 335.6
<S²>: 0.77